[1]
{
  "formula": "C40H33ClN4O7PRbSSe2",
  "method": "ωB97M-V/def2-TZVPD",
  "symbols": ["Rb", "Se", "P", "Se", "C", "C", "C", "C", "C", "C", "C", "C", "C", "C", "C", "C", "H", "H", "H", "H", "H", "H", "H", "H", "H", "H", "O", "C", "O", "C", "C", "Cl", "N", "N", "C", "C", "O", "O", "C", "C", "C", "C", "C", "C", "H", "H", "H", "H", "H", "H", "O", "C", "O", "C", "C", "C", "C", "C", "N", "H", "H", "H", "H", "C", "C", "C", "O", "C", "H", "H", "H", "H", "H", "H", "H", "H", "S", "C", "N", "C", "C", "C", "C", "C", "C", "H", "H", "H", "H", "H"],
  "coordinates": [[-0.10, 1.04, -0.07], [1.75, -2.64, -1.82], [0.05, -3.92, -1.61], [-1.81, -3.09, -0.94], [-0.27, -4.77, -3.21], [0.08, -4.14, -4.40], [-0.21, -4.75, -5.62], [-0.84, -5.99, -5.65], [-1.19, -6.61, -4.46], [-0.91, -6.00, -3.25], [0.52, -5.35, -0.54], [-0.39, -5.92, 0.34], [-0.02, -7.02, 1.12], [1.25, -7.55, 1.02], [2.16, -6.99, 0.13], [1.80, -5.89, -0.64], [0.58, -3.19, -4.36], [0.05, -4.25, -6.54], [-1.06, -6.46, -6.60], [-1.69, -7.58, -4.48], [-1.21, -6.49, -2.32], [-1.38, -5.48, 0.42], [-0.74, -7.45, 1.82], [1.54, -8.40, 1.63], [3.17, -7.39, 0.05], [2.51, -5.43, -1.31], [-2.58, 5.04, 4.66], [-3.33, 3.98, 4.78], [-4.41, 4.00, 5.34], [-2.80, 2.71, 4.18], [-3.34, 1.47, 4.41], [-4.73, 1.01, 5.29], [-2.59, 0.56, 3.74], [-1.60, 1.16, 3.04], [-1.70, 2.45, 3.31], [-0.66, 3.40, 2.72], [-0.52, 4.50, 3.33], [-0.03, 3.00, 1.74], [-2.60, -0.87, 3.82], [-2.45, -1.61, 2.65], [-2.40, -2.99, 2.73], [-2.51, -3.63, 3.95], [-2.64, -2.88, 5.11], [-2.67, -1.50, 5.05], [-1.70, 4.84, 4.11], [-2.34, -1.11, 1.70], [-2.25, -3.55, 1.81], [-2.46, -4.71, 4.00], [-2.70, -3.38, 6.08], [-2.74, -0.91, 5.96], [-0.98, 1.48, -4.71], [-1.04, 1.42, -3.47], [-0.15, 1.63, -2.62], [-2.43, 1.04, -2.92], [-3.55, 1.21, -3.74], [-4.80, 0.87, -3.25], [-4.91, 0.36, -1.97], [-3.75, 0.23, -1.22], [-2.54, 0.57, -1.67], [-3.38, 1.58, -4.74], [-5.68, 1.00, -3.87], [-5.86, 0.07, -1.54], [-3.79, -0.18, -0.22], [2.00, -3.87, 2.48], [3.27, -3.33, 1.79], [2.99, -1.83, 1.63], [1.83, -1.55, 2.42], [1.02, -2.72, 2.35], [2.20, -4.08, 3.54], [1.63, -4.79, 2.02], [3.41, -3.79, 0.81], [4.16, -3.52, 2.39], [2.79, -1.58, 0.59], [3.80, -1.19, 2.00], [0.49, -2.76, 1.39], [0.28, -2.66, 3.16], [4.72, 2.83, 1.26], [3.37, 1.74, 1.33], [2.85, 1.40, 0.21], [3.49, 2.04, -0.84], [3.10, 1.96, -2.18], [3.82, 2.67, -3.12], [4.92, 3.45, -2.74], [5.30, 3.56, -1.42], [4.57, 2.86, -0.47], [3.01, 1.38, 2.29], [2.21, 1.40, -2.46], [3.52, 2.63, -4.15], [5.47, 4.00, -3.50], [6.13, 4.19, -1.13]],
  "mulliken_charge": [0.940, -0.426, 0.498, -0.407, 0.606, -0.491, -0.629, -0.380, -0.632, -0.365, 0.254, -0.125, -0.742, -0.465, -0.578, -0.671, 0.330, 0.376, 0.345, 0.366, 0.292, 0.291, 0.365, 0.348, 0.353, 0.421, -0.589, 0.457, -0.655, -0.007, 0.111, -0.166, 0.776, -0.717, 0.232, 0.471, -0.859, -0.496, 0.114, -0.163, -0.160, -0.472, -0.716, -0.379, 0.467, 0.441, -0.056, 0.420, 0.351, 0.470, -0.786, 0.229, -0.612, 0.069, -0.427, -0.273, -0.785, -0.166, 0.353, 0.467, 0.370, 0.397, 0.264, -0.091, -0.387, -0.124, -0.468, 0.703, 0.427, -0.170, 0.115, 0.305, -0.198, 0.386, -0.402, 0.027, -0.375, -0.280, 0.117, -0.355, -0.389, -0.783, -0.436, -0.459, 0.884, 0.465, 0.500, 0.427, 0.343, 0.368],
  "charge": -2,
  "homo_energy_ev": -2.843,
  "orbital_gap_ev": 6.51,
  "e_lumo_ev": 3.668
}



[2]
{
  "formula": "C40H33FeN3O3P",
  "method": "ωB97M-V/def2-TZVPD",
  "symbols": ["Fe", "C", "C", "C", "C", "C", "C", "C", "H", "H", "H", "H", "H", "H", "H", "H", "C", "C", "C", "C", "C", "C", "P", "C", "C", "C", "C", "C", "C", "C", "C", "C", "C", "C", "C", "H", "H", "H", "H", "H", "H", "H", "H", "H", "H", "H", "H", "H", "H", "O", "C", "N", "C", "C", "O", "N", "C", "C", "C", "C", "C", "C", "C", "C", "C", "C", "C", "C", "H", "H", "H", "H", "H", "H", "H", "H", "H", "H", "H", "O", "N"],
  "coordinates": [[-0.61, 0.03, 1.83], [-3.56, -1.03, 3.68], [-2.15, -0.63, 4.00], [-1.86, 0.55, 4.69], [-0.55, 0.91, 4.97], [0.51, 0.12, 4.54], [0.25, -1.06, 3.86], [-1.08, -1.44, 3.60], [-3.80, -0.78, 2.64], [-4.27, -0.50, 4.32], [-3.71, -2.10, 3.81], [-2.67, 1.18, 5.02], [-0.35, 1.83, 5.51], [1.54, 0.41, 4.74], [1.07, -1.70, 3.54], [-1.28, -2.38, 3.09], [6.09, 1.10, -3.18], [4.81, 1.22, -3.69], [3.71, 1.12, -2.85], [3.89, 0.91, -1.48], [5.18, 0.79, -0.97], [6.28, 0.88, -1.82], [2.38, 0.84, -0.47], [2.95, -0.05, 1.03], [2.86, -1.44, 0.99], [3.38, -2.22, 2.02], [3.96, -1.60, 3.12], [4.03, -0.22, 3.19], [3.54, 0.55, 2.14], [2.33, 2.56, 0.20], [3.22, 3.56, -0.16], [3.11, 4.83, 0.38], [2.11, 5.16, 1.30], [1.20, 4.21, 1.67], [1.31, 2.92, 1.11], [6.95, 1.17, -3.83], [4.66, 1.38, -4.75], [2.71, 1.18, -3.26], [5.33, 0.61, 0.09], [7.28, 0.77, -1.42], [2.39, -1.92, 0.14], [3.32, -3.29, 1.96], [4.36, -2.21, 3.93], [4.49, 0.26, 4.04], [3.63, 1.63, 2.20], [4.02, 3.34, -0.86], [3.83, 5.59, 0.09], [2.05, 6.16, 1.71], [0.39, 4.43, 2.35], [-0.19, -1.70, 0.61], [-1.21, -1.40, -0.07], [-1.70, -2.02, -1.15], [-2.85, -1.26, -1.68], [-2.94, -0.12, -0.62], [-3.75, 0.77, -0.63], [-1.94, -0.32, 0.30], [-2.50, -0.70, -3.06], [-2.96, -1.28, -4.22], [-2.57, -0.79, -5.46], [-1.71, 0.29, -5.54], [-1.24, 0.88, -4.38], [-1.62, 0.39, -3.14], [-4.14, -2.06, -1.66], [-5.33, -1.43, -2.00], [-6.53, -2.13, -1.98], [-6.55, -3.47, -1.62], [-5.36, -4.10, -1.27], [-4.16, -3.40, -1.28], [-1.19, -2.70, -1.68], [-3.64, -2.12, -4.17], [-2.94, -1.25, -6.37], [-1.41, 0.68, -6.51], [-0.57, 1.74, -4.43], [-1.25, 0.86, -2.24], [-5.32, -0.38, -2.27], [-7.45, -1.63, -2.24], [-7.48, -4.02, -1.60], [-5.37, -5.15, -0.99], [-3.25, -3.91, -1.00], [-0.48, 2.15, 2.23], [0.39, 1.94, 1.37]],
  "mulliken_charge": [0.503, -1.480, 1.700, -0.552, -0.762, -0.143, -0.507, -1.135, 0.197, 0.435, 0.395, 0.414, 0.440, 0.531, 0.400, 0.412, -0.528, -0.645, -0.376, -0.113, 0.067, -0.737, 0.335, 0.612, -0.538, -0.780, -0.481, -0.857, 0.005, 0.580, -0.674, -0.722, -0.761, -0.500, 0.124, 0.400, 0.425, 0.537, 0.379, 0.426, 0.307, 0.422, 0.394, 0.474, 0.401, 0.405, 0.446, 0.419, 0.551, -0.612, 0.099, 0.239, 2.454, -0.351, -0.661, 0.359, 0.094, -0.299, -0.899, -0.522, -0.861, -0.224, -0.989, 0.059, -0.903, -0.409, -0.886, -0.307, 0.316, 0.434, 0.414, 0.404, 0.459, 0.448, 0.465, 0.407, 0.419, 0.430, 0.432, -0.565, 0.711],
  "multiplicity": 5,
  "charge": 1,
  "homo_energy_ev": [-10.903, -10.930],
  "s_squared": 6.017,
  "orbital_gap_ev": [5.90, 6.01],
  "e_lumo_ev": [-5.006, -4.923]
}



Per-record ΔE to the lowest compared entry with this formula, charge and spin, kJ/mol: 39.49 0.00